99
Properties=species:S:1:pos:R:3 method="wB97M-V/def2-TZVPD" gap_ev="7.24 / 8.22" multiplicity=4 charge=+1 lumo_energy_ha="-0.1125 / -0.1003"
Cr 0.14 0.54 0.96
S -0.72 -3.09 3.67
Si 0.31 2.12 -2.15
O -1.74 -2.28 -4.67
O 0.98 -2.24 -0.50
N -1.20 1.56 1.90
N 1.60 1.22 2.01
N -0.24 -1.02 1.89
C -4.64 0.18 1.60
C 1.57 2.50 2.41
C -1.08 -1.32 -5.50
C -2.47 1.01 2.25
C -0.90 2.86 2.11
C -1.81 1.14 4.69
C 1.81 -0.17 4.57
C -2.86 -1.80 -3.92
C 4.87 -1.39 2.71
C 0.73 3.66 -1.19
C -0.91 -1.86 -6.91
C 2.74 0.37 2.26
C -3.39 0.67 1.24
C -0.15 -3.29 -0.37
C -3.67 -3.00 -3.46
C 3.90 -1.20 3.69
C -0.18 -4.20 -1.56
C 4.79 -0.68 1.51
C 0.41 3.30 2.31
C -4.99 0.04 2.94
C -4.07 0.36 3.94
C -2.80 0.84 3.61
C 2.21 -2.53 -1.32
C -1.38 2.33 -2.94
C 2.83 -0.33 3.48
C 1.55 1.97 -3.55
C 3.09 -3.52 -0.60
C 3.75 0.23 1.29
C 0.39 0.51 -1.16
C 2.82 3.07 2.99
C -3.03 0.87 -0.20
C -2.05 3.82 2.19
C 3.77 1.03 0.02
C -0.48 -1.90 2.68
H -0.36 -0.18 -1.59
H 3.69 2.92 2.33
H -2.80 3.64 1.40
H -3.49 -1.13 -4.52
H -2.07 0.38 -0.45
H 1.58 3.53 -0.50
H 5.55 -0.81 0.74
H 5.69 -2.08 2.88
H 3.16 1.95 0.08
H 1.00 4.44 -1.91
H -0.43 -3.66 -2.49
H 2.71 -1.56 -1.43
H -3.81 0.43 -0.84
H -0.12 4.03 -0.60
H -5.98 -0.33 3.21
H 3.49 -3.08 0.32
H 1.86 -2.87 -2.30
H -0.87 0.58 4.57
H -3.90 -3.67 -4.30
H -1.80 1.37 -3.28
H 1.21 1.25 -4.30
H 3.42 0.44 -0.83
H -1.67 4.85 2.07
H -2.94 1.93 -0.45
H 3.95 -3.76 -1.25
H -0.40 -2.83 -6.91
H 0.09 -3.78 0.58
H -0.97 -4.95 -1.41
H 2.56 -4.45 -0.37
H 2.54 1.65 -3.19
H 0.76 -4.75 -1.68
H 1.38 0.84 4.60
H -3.12 -3.58 -2.71
H -2.23 0.86 5.66
H -1.07 -2.71 -0.25
H -1.26 2.97 -3.82
H -4.33 0.25 4.99
H -4.62 -2.69 -3.02
H -5.35 -0.07 0.81
H -1.88 -1.98 -7.41
H -2.57 3.77 3.16
H 2.69 4.15 3.13
H 3.96 -1.73 4.64
H -0.09 -1.15 -5.06
H -2.51 -1.22 -3.04
H -2.10 2.81 -2.26
H -0.32 -1.16 -7.51
H 0.99 -0.90 4.45
H 4.81 1.34 -0.21
H 3.06 2.62 3.97
H -1.56 2.21 4.73
H 1.67 2.95 -4.04
H 1.40 0.13 -1.41
H -1.61 -0.35 -5.54
H 2.28 -0.37 5.54
H 0.54 4.36 2.53
H 0.68 -1.25 -0.41